(1)
66
Properties=species:S:1:pos:R:3:forces:R:3 method="wB97M-V/def2-TZVPD" smiles="CCCCSCCCNC(=O)c1cn(CC)c2ccc(S(=O)(=O)N3CCOCC3)cc2c1=O" de_lowest_kj_mol=7.10 max_force_ev_per_a=1.0 e_homo_ev=-8.3313 total_charge=0 molar_mass_g_mol=495.667 orbital_gap_ha=0.294
C 5.013 1.118 -0.340 -0.2183 0.0237 -0.1302
C 3.966 0.569 -1.302 0.2573 -0.1544 0.0513
C 4.261 -0.888 -1.653 -0.2622 0.1389 0.0052
C 3.121 -1.507 -2.444 0.2193 -0.4000 -0.1369
H 2.187 -1.447 -1.886 -0.0595 0.0562 -0.0060
H 2.995 -1.002 -3.403 -0.0961 0.0751 0.0844
S 3.421 -3.278 -2.817 -0.2308 0.0663 0.0748
C 1.958 -4.102 -2.082 0.3829 0.0339 -0.2263
C 2.284 -4.928 -0.844 0.0345 0.3234 0.0802
H 1.363 -5.417 -0.513 -0.0052 -0.1305 0.0079
H 3.006 -5.702 -1.108 -0.0397 -0.0732 0.0628
C 2.860 -4.107 0.305 0.3490 -0.2348 0.0441
N 1.967 -3.037 0.679 -0.2126 -0.3052 -0.1447
C 2.405 -1.878 1.184 -0.2995 0.1044 0.0108
O 3.579 -1.634 1.424 0.3259 0.0939 0.1109
C 1.343 -0.846 1.412 0.0250 -0.0033 0.0454
C 1.780 0.374 1.826 0.0253 -0.3868 -0.0987
N 0.997 1.441 2.074 0.1492 -0.2814 0.1149
C -0.367 1.321 1.943 -0.6411 -0.3255 -0.1255
C -1.242 2.387 2.213 -0.0061 0.0684 0.0174
C -2.604 2.219 2.109 0.1409 0.1375 0.0531
C -3.129 0.988 1.739 -0.6847 -0.1427 -0.0681
C -2.299 -0.064 1.450 0.0879 -0.0748 0.0143
C -0.912 0.084 1.537 -0.1634 0.2190 0.0340
C -0.068 -1.071 1.187 0.1824 0.1668 -0.0073
O -0.556 -2.106 0.735 -0.1722 -0.0211 0.0489
H -2.700 -1.027 1.175 0.0389 -0.1330 -0.0394
S -4.907 0.809 1.575 -0.0727 0.0614 -0.2276
O -5.275 -0.535 1.890 0.2916 -0.1517 -0.1892
O -5.532 1.895 2.269 0.2665 0.1985 -0.1159
N -5.205 1.035 -0.047 -0.0748 -0.1718 1.0089
C -4.981 2.365 -0.561 -0.0603 0.5439 -0.2891
H -5.404 3.068 0.155 0.0298 0.1375 -0.1538
C -5.681 2.471 -1.920 0.0628 0.1325 0.3096
H -5.464 3.430 -2.394 -0.0551 -0.0279 0.1127
O -5.215 1.479 -2.804 0.1183 0.0361 -0.1682
C -5.447 0.187 -2.288 0.0922 -0.2037 0.2508
H -5.058 -0.512 -3.030 -0.0562 -0.0215 0.1148
C -4.740 0.001 -0.943 0.0256 -0.4149 -0.4401
H -4.993 -0.959 -0.495 0.0584 -0.0818 -0.1803
H -3.651 0.067 -1.091 -0.0641 -0.0368 -0.0172
H -6.526 0.025 -2.154 0.0653 -0.0338 -0.0219
H -6.765 2.366 -1.773 0.0552 0.0518 -0.0093
H -3.905 2.563 -0.689 -0.0744 0.0193 -0.0071
H -3.287 3.023 2.331 0.0105 0.1647 0.0636
H -0.863 3.349 2.514 0.0567 0.0845 0.0194
C 1.635 2.703 2.403 0.1807 0.5729 -0.1540
C 1.759 3.597 1.172 -0.0264 -0.0880 0.2186
H 2.254 4.527 1.439 0.0440 0.1214 -0.0083
H 2.347 3.098 0.406 0.0611 -0.0376 -0.0836
H 0.781 3.830 0.758 -0.0721 0.0411 -0.0570
H 2.631 2.481 2.792 -0.1637 -0.0406 0.0465
H 1.073 3.203 3.195 0.0900 -0.1107 -0.0003
H 2.845 0.503 1.964 0.0412 0.0560 0.0077
H 0.964 -3.168 0.579 0.0691 0.2468 0.0404
H 3.045 -4.765 1.164 0.0608 0.0718 -0.0929
H 3.815 -3.659 0.016 -0.1034 -0.1255 0.0438
H 1.560 -4.752 -2.861 -0.1194 0.0567 0.0636
H 1.224 -3.329 -1.862 -0.0935 -0.0284 -0.0516
H 4.407 -1.445 -0.726 0.0564 -0.0386 -0.0633
H 5.183 -0.953 -2.233 0.0914 -0.0008 0.0031
H 2.978 0.627 -0.835 -0.0758 0.0218 -0.0464
H 3.939 1.173 -2.213 -0.1012 0.0404 -0.0086
H 4.797 2.151 -0.073 0.0598 0.1306 0.0681
H 5.032 0.513 0.563 0.0461 -0.0507 0.1389
H 6.000 1.082 -0.795 0.1526 0.0341 -0.0021


(2)
18
Properties=species:S:1:pos:R:3:forces:R:3 method="wB97M-V/def2-TZVPD" smiles="C=C1C=CC[C@@]1(C)S" de_lowest_kj_mol=282.09 max_force_ev_per_a=6.4 e_homo_ev=-8.1590 total_charge=0 molar_mass_g_mol=126.224 orbital_gap_ha=0.325
C -1.689 0.459 0.831 1.2229 0.9472 1.7064
C -0.166 0.351 0.338 -1.4185 -2.3086 0.4932
C 0.748 -0.197 1.470 -0.0137 -0.6953 1.0459
C 1.125 -1.622 1.081 -0.0268 0.7192 -1.2513
C 0.807 -1.816 -0.216 1.4755 -0.5842 2.6556
C 0.093 -0.769 -0.754 -5.2748 2.3707 -2.6882
C -0.728 -0.777 -1.885 3.9251 -2.3001 2.3251
H -2.019 -0.567 0.866 -0.6779 -0.2643 0.0154
H -1.504 0.754 2.077 -1.3152 -0.1735 -3.8204
H -2.380 1.140 0.097 1.7758 -1.6317 2.2997
H -0.590 2.753 0.209 1.1797 -1.4009 -0.8524
H 0.434 -0.166 2.526 -1.0044 0.0428 -0.4371
H 1.622 0.385 1.592 1.3852 0.7792 -0.4558
H 1.673 -2.342 1.685 -0.2149 0.3360 0.0520
H 1.021 -2.664 -0.762 0.4148 -1.8116 -1.0063
H -1.386 -0.016 -2.041 -1.5946 2.0412 -0.5500
H -0.653 -1.574 -2.627 -0.0488 0.1679 0.2666
S 0.165 1.783 -0.551 0.2106 3.7659 0.2017


(3)
10
Properties=species:S:1:pos:R:3:forces:R:3 method="wB97M-V/def2-TZVPD" de_lowest_kj_mol=565.44 max_force_ev_per_a=1.9 e_homo_ev="-9.8795 / -8.0713" total_charge=0 molar_mass_g_mol=58.080 orbital_gap_ha="0.381 / 0.288"
C -1.504 -0.452 0.460 -0.0378 -1.4379 0.6091
C -0.359 0.162 -0.158 -1.1221 0.3713 -1.4690
C 0.925 0.772 0.183 0.7794 -0.2697 -0.6870
O -1.592 0.804 -0.239 0.6204 -0.4246 0.0559
H -1.966 -1.379 0.107 0.0652 0.5378 -1.0382
H -1.717 -0.485 1.521 0.3899 0.9373 0.4214
H 0.318 -0.261 -2.427 -0.3533 -0.0447 0.8670
H 1.396 1.268 -0.677 -0.4414 -0.0166 0.2029
H 1.598 -0.056 0.411 0.1024 0.1806 0.4119
H 0.842 1.494 0.978 -0.0028 0.1666 0.6260


(4)
13
Properties=species:S:1:pos:R:3:forces:R:3 method="wB97M-V/def2-TZVPD" smiles="O=[SiH2].C=CC" de_lowest_kj_mol=245.44 max_force_ev_per_a=4.0 e_homo_ev=-9.0696 total_charge=0 molar_mass_g_mol=88.182 orbital_gap_ha=0.319
C 0.730 -0.773 -0.518 1.2981 -0.9854 0.6506
C 1.071 -2.236 -0.085 1.6911 2.4805 -1.2820
C -0.194 -0.500 -1.379 -0.3219 3.7318 -1.3414
O -0.879 1.642 0.772 0.3700 -1.2432 -0.9553
Si -1.351 2.906 1.402 -1.4267 1.8326 0.8294
H 0.276 -2.849 0.216 -1.4407 -0.5584 0.0756
H 1.609 -2.678 -0.962 -0.2901 0.0304 0.9744
H 1.721 -2.140 0.767 0.5739 -0.3679 0.2300
H -0.763 -1.261 -1.787 -1.5359 -1.1916 -0.9257
H -0.290 0.610 -1.745 -0.1753 -2.4642 0.6336
H 1.345 0.114 -0.321 0.2323 -0.8436 0.8906
H -0.672 3.408 2.604 -0.0023 0.2706 0.0734
H -2.602 3.756 1.037 1.0274 -0.6917 0.1468


(5)
11
Properties=species:S:1:pos:R:3:forces:R:3 method="wB97M-V/def2-TZVPD" smiles=Br[C@@]12C[C@@H]1O2.O de_lowest_kj_mol=346.70 max_force_ev_per_a=2.0 e_homo_ev=-9.3515 total_charge=0 molar_mass_g_mol=152.975 orbital_gap_ha=0.369
C -0.423 1.010 0.976 1.5237 -1.0653 -0.1124
C 0.599 -0.020 0.805 -1.7080 0.3488 0.9018
C -0.868 -0.426 0.950 0.4585 0.7843 0.5251
O 0.378 0.913 -0.250 -0.0493 0.3327 -0.0654
O 0.682 -0.632 -2.362 0.4564 -0.9018 -0.2261
Br 2.212 -0.863 1.179 -0.1111 0.4785 0.2154
H -0.643 1.949 1.443 0.1503 0.0572 0.2016
H -1.317 -0.734 0.040 -0.7303 -0.5156 -0.6242
H -1.271 -0.783 1.906 0.4842 -0.2005 -0.4446
H 0.214 -0.276 -3.114 -0.2079 0.2653 -0.0206
H 0.437 -0.138 -1.573 -0.2664 0.4164 -0.3506